The ion C7H13N2S with charge +1 in a non-equilibrium geometry, computed with ωB97M-V with the def2-TZVPD basis set.

Each atom is followed by the atoms it is bonded to, with distances in Å.
Geometry (Å):
1 C 0.478 0.425 -1.026  C2 1.326, N8 1.361, H11 1.116
2 C -0.448 -0.001 -1.874  C1 1.326, C4 1.509, N9 1.382
3 C -0.744 -1.030 0.092  C5 1.478, N8 1.359, N9 1.333
4 C -0.728 0.365 -3.311  C2 1.509, H12 1.074, H13 1.185, H14 1.157
5 C -1.523 -1.553 1.234  C3 1.478, H15 1.071, H16 1.107, H17 1.177
6 C 1.024 1.266 2.367  C7 1.558, H18 1.042, H19 1.133, H20 1.095
7 C 1.411 0.010 1.531  C6 1.558, N8 1.749, S10 1.788, H21 1.076
8 N 0.313 -0.179 0.183  C1 1.361, C3 1.359, C7 1.749
9 N -1.189 -0.922 -1.159  C2 1.382, C3 1.333, H22 1.036
10 S 3.032 0.094 0.781  C7 1.788, H23 1.353
11 H 1.034 1.392 -1.077  C1 1.116
12 H -1.627 -0.112 -3.654  C4 1.074
13 H -0.853 1.519 -3.551  C4 1.185
14 H 0.065 -0.145 -3.981  C4 1.157
15 H -2.080 -2.418 0.937  C5 1.071
16 H -0.964 -1.840 2.146  C5 1.107
17 H -2.241 -0.679 1.558  C5 1.177
18 H 0.160 1.059 2.913  C6 1.042
19 H 0.776 2.175 1.738  C6 1.133
20 H 1.851 1.376 3.076  C6 1.095
21 H 1.274 -0.856 2.154  C7 1.076
22 H -1.993 -1.370 -1.635  N9 1.036
23 H 2.972 1.427 0.557  S10 1.353

## Properties
ΔE to the lowest compared entry with this formula, charge and spin: 125.5 kJ/mol
net charge: +1
E_HOMO: -13.12 eV
frontier orbital gap: 10.3 eV
SMILES: Cc1cn([C@H](C)S)c(C)[nH+]1
multiplicity: 1
DFT total energy: -781.964819 hartree

Here are the Löwdin charges for atoms 1 to 2, given in e: C -0.08; C -0.27